Record 1
82
Properties=species:S:1:pos:R:3:lowdin_charge:R:1 method="wB97M-V/def2-TZVPD" e_above_lowest_kj_mol=16.84 energy_ev=-197530.2684 s2=2.011 spin_multiplicity=3 gap_ev="5.45 / 6.92" total_charge=-1
Pt -0.41 0.77 0.22 0.7798
Br 0.97 0.75 5.26 0.7342
Br 6.17 -0.15 3.26 0.7070
Si -2.67 0.12 0.11 0.6509
Si 0.23 3.00 -0.11 0.5400
O 0.24 0.52 2.34 -0.2358
N 1.83 -0.06 0.19 0.0107
C -2.55 0.96 -2.61 -0.1312
C 2.10 0.41 3.78 -0.6053
C -1.03 4.68 -2.07 -0.1283
C -2.78 -1.28 2.62 -0.1134
C -4.23 -2.28 0.86 -0.1025
C 4.42 3.43 -0.40 -0.1057
C -0.76 4.56 -4.46 -0.1100
C -2.65 -1.47 -2.32 -0.1216
C 1.50 0.34 2.51 -0.4371
C -1.74 -2.51 0.77 -0.1269
C 2.47 3.72 1.53 -0.1205
C 2.08 3.34 0.24 -0.3219
C 4.59 -0.25 0.46 -0.0410
C -5.21 1.11 1.24 -0.1040
C 3.09 3.18 -0.71 -0.1163
C -4.71 -0.13 -1.98 -0.1039
C -3.19 -0.15 -1.77 -0.6310
C -3.10 2.01 2.21 -0.1192
C 0.11 3.50 -4.30 -0.1003
C 4.30 0.04 2.92 -0.6301
C -3.83 2.76 -0.01 -0.1154
C 3.99 -0.35 -0.77 -0.0607
C 2.60 -0.27 -0.85 -0.1498
C -1.34 5.14 -3.34 -0.1008
C -0.14 3.62 -1.88 -0.3354
C 3.47 0.26 3.99 -0.1881
C 0.41 3.03 -3.02 -0.1379
C -3.77 1.54 0.92 -0.6257
C 3.80 -0.05 1.61 -0.1957
C 4.78 3.83 0.88 -0.1077
C -2.90 -1.56 1.12 -0.6267
C 3.79 3.97 1.85 -0.0972
C 2.40 0.07 1.41 -0.1568
H -2.06 2.29 2.03 0.0374
H -1.87 -0.71 2.85 0.0616
H -0.78 -2.02 0.93 0.0493
H -1.78 -3.41 1.40 0.0786
H 5.81 4.03 1.12 0.0931
H 3.87 0.33 4.99 0.0897
H 1.05 2.16 -2.92 0.0865
H 4.58 -0.50 -1.66 0.1017
H -4.30 -3.17 1.50 0.0789
H 5.18 3.29 -1.16 0.0957
H -2.73 -2.23 3.17 0.0810
H -1.77 -2.85 -0.27 0.0509
H 2.84 2.88 -1.72 0.0812
H -5.78 1.97 1.61 0.0784
H -3.13 -2.34 -1.86 0.0554
H 4.06 4.28 2.85 0.0981
H -5.23 0.34 2.02 0.0572
H -2.83 0.84 -3.67 0.0838
H -5.13 0.85 -1.73 0.0549
H 5.67 -0.31 0.56 0.0721
H -5.73 0.72 0.37 0.0574
H -4.32 -2.61 -0.18 0.0553
H -3.10 1.24 2.99 0.0566
H -4.94 -0.32 -3.04 0.0792
H -3.62 2.89 2.61 0.0802
H 1.71 3.81 2.30 0.0988
H -5.08 -1.63 1.09 0.0597
H -5.22 -0.89 -1.39 0.0638
H 2.09 -0.38 -1.80 0.1071
H -2.82 3.08 -0.30 0.0410
H -4.40 2.56 -0.92 0.0593
H -3.64 -0.73 3.00 0.0579
H -2.83 -1.53 -3.40 0.0786
H 0.57 3.03 -5.16 0.0951
H -1.48 5.15 -1.20 0.0862
H -4.31 3.59 0.51 0.0817
H -0.40 4.07 0.73 -0.0164
H -2.85 1.96 -2.29 0.0565
H -1.00 4.93 -5.45 0.0915
H -1.57 -1.55 -2.16 0.0699
H -2.04 5.96 -3.46 0.0945
H -1.46 0.91 -2.54 0.0422

Record 2
88
Properties=species:S:1:pos:R:3:lowdin_charge:R:1 method="wB97M-V/def2-TZVPD" e_above_lowest_kj_mol=69.93 energy_ev=-156956.6388 spin_multiplicity=1 gap_ev=6.22
Sb 0.18 0.09 -3.51 1.5814
Br -1.91 4.14 -0.03 0.8342
Ca 0.00 0.64 -0.33 1.2200
S 2.51 9.18 3.62 0.3916
O -1.47 -0.97 -0.37 -0.2730
O -2.92 -1.97 1.01 0.0664
O 1.93 10.49 3.41 -0.3563
O 3.88 9.16 4.09 -0.3560
O 1.63 8.21 4.25 -0.3741
N -2.38 1.44 0.34 0.0059
N 1.18 2.73 0.24 -0.0989
N 3.18 9.35 0.98 0.1350
N 2.39 7.27 1.72 0.1561
C -3.12 0.36 0.65 -0.1797
C 2.99 7.54 -0.56 0.0026
C 1.22 2.60 -4.93 -0.1238
C 1.53 -2.30 0.35 -0.0851
C -4.99 1.72 1.25 -0.0249
C -2.11 2.01 -3.72 -0.1307
C 1.88 4.74 -0.86 0.0037
C -4.24 2.83 0.91 -0.0923
C 2.31 -0.21 1.27 -0.1440
C 0.41 -1.34 2.25 -0.0772
C -0.47 -2.81 -2.97 -0.1239
C 1.42 3.32 1.41 -0.1367
C 1.42 3.44 -0.87 -0.2010
C -2.79 -0.38 -3.80 -0.1163
C 2.98 1.16 -3.96 -0.1324
C 0.52 -2.35 1.31 -0.0718
C -4.41 0.46 1.12 0.0157
C 2.52 6.78 0.49 -0.2327
C 2.10 5.36 0.36 -0.1133
C 3.32 8.86 -0.24 -0.1112
C -1.85 0.71 -5.84 -0.1022
C 2.70 8.54 1.91 -0.3308
C -2.47 -1.01 0.43 -0.6360
C 1.87 -2.42 -3.69 -0.1216
C 1.86 4.62 1.53 0.0321
C 0.04 -2.44 -5.38 -0.1019
C 2.42 -1.22 0.32 -0.1108
C 1.31 -0.27 2.24 -0.1178
C 1.90 0.54 -6.13 -0.1086
C -2.94 2.63 0.47 -0.7224
C -1.77 0.64 -4.32 -0.7076
C 1.66 1.15 -4.75 -0.7050
C 0.41 -2.04 -3.96 -0.6998
H 0.99 0.46 -6.72 0.0714
H 1.19 2.95 -1.81 0.0667
H -1.42 2.79 -4.02 0.0643
H -6.00 1.82 1.60 0.1193
H 0.20 -3.52 -5.50 0.0921
H 0.36 2.69 -5.60 0.0642
H 2.99 0.63 1.25 0.1101
H 2.61 1.17 -6.68 0.0907
H 3.36 0.15 -3.77 0.0639
H 2.00 5.10 2.49 0.1295
H -0.25 -3.87 -3.06 0.0931
H 0.96 3.09 -3.99 0.0541
H 2.35 -0.45 -6.06 0.0636
H -2.87 0.96 -6.13 0.0918
H 2.04 3.17 -5.38 0.0928
H -0.20 -3.15 1.30 0.1225
H 2.03 5.25 -1.80 0.1122
H -4.64 3.83 0.98 0.1063
H 2.56 -1.97 -4.40 0.0622
H 0.63 -1.93 -6.14 0.0635
H -3.80 -0.02 -4.02 0.0931
H -2.71 -0.53 -2.72 0.0646
H -1.20 1.48 -6.25 0.0611
H 3.74 1.70 -4.53 0.0912
H 3.18 -1.16 -0.44 0.1084
H 2.87 1.66 -3.00 0.0572
H -1.59 -0.24 -6.31 0.0670
H -0.32 -2.50 -1.94 0.0428
H -1.02 -2.25 -5.59 0.0640
H -1.54 -2.68 -3.19 0.0658
H 2.19 -2.14 -2.68 0.0549
H -2.13 1.98 -2.62 0.0464
H -4.94 -0.45 1.37 0.1257
H 3.73 9.52 -0.99 0.1099
H -2.68 -1.35 -4.29 0.0649
H 3.10 7.17 -1.57 0.0967
H -3.11 2.31 -4.04 0.0934
H -0.37 -1.38 2.99 0.1230
H 1.21 2.74 2.30 0.1048
H 1.61 -3.08 -0.39 0.1076
H 1.98 -3.50 -3.77 0.0915
H 1.23 0.50 2.99 0.1069

Record 3
82
Properties=species:S:1:pos:R:3:lowdin_charge:R:1 method="wB97M-V/def2-TZVPD" e_above_lowest_kj_mol=0.00 energy_ev=-164535.4048 s2=0.787 spin_multiplicity=2 gap_ev="5.96 / 6.91" total_charge=-1
Br -1.56 -3.91 1.72 0.4770
Cu 2.93 0.16 0.47 0.3294
Si -2.42 -2.14 0.65 0.4577
O 3.82 -1.63 -0.25 -0.1839
O 3.52 -0.87 2.17 -0.1854
N 4.27 -1.89 1.82 -0.2391
N 4.44 -2.31 0.62 -0.0432
C -1.60 -0.94 -1.90 -0.0934
C 2.28 1.68 -0.32 -0.0706
C 0.06 -1.11 -0.08 -0.1479
C 6.56 -3.83 4.80 -0.1235
C -2.47 3.00 -3.63 -0.1238
C -0.95 2.66 -1.79 -0.0254
C -1.10 -1.81 -0.75 -0.5980
C -0.02 3.55 -2.35 -0.1774
C -2.14 2.42 -2.44 -0.1113
C 5.88 -2.64 5.02 -0.0959
C 1.28 3.70 -1.68 -0.1651
C 1.72 2.62 -0.90 -0.1658
C -5.05 -3.48 0.85 -0.1077
C 6.43 -4.41 3.58 -0.1082
C 4.29 5.97 -2.06 -0.1050
C 2.09 4.89 -1.87 -0.1680
C 5.00 -2.54 2.89 -0.1718
C 1.53 6.14 -2.31 -0.0528
C -4.92 -1.61 -0.68 -0.1259
C -2.82 0.63 1.16 -0.0836
C 2.34 7.24 -2.65 -0.1085
C -1.58 3.90 -4.18 -0.1045
C -3.84 -3.73 -1.28 -0.1207
C 3.49 4.89 -1.68 -0.0292
C -3.70 -0.94 2.91 -0.1119
C -0.43 4.22 -3.50 -0.0562
C 5.63 -3.79 2.63 -0.0080
C -4.12 -2.75 -0.15 -0.6455
C -2.56 -0.67 1.89 -0.6115
C -1.30 -0.46 2.78 -0.1040
C 5.06 -2.00 4.11 -0.0399
C -0.49 -3.18 -1.31 -0.1016
C 3.72 7.15 -2.54 -0.1339
H -0.73 2.25 -0.82 0.0967
H -2.11 -0.04 -1.47 0.0402
H 4.57 -1.05 4.29 0.1207
H -1.26 -3.84 -1.68 0.0403
H -4.32 -1.00 -1.34 0.0540
H -3.37 2.72 -4.21 0.1082
H -2.35 -1.50 -2.50 0.0722
H 0.31 4.86 -3.97 0.1031
H 7.05 -5.21 3.24 0.0932
H -0.39 -0.17 2.29 0.0570
H -2.71 1.47 1.79 0.0814
H 0.18 -2.91 -2.14 0.0879
H -4.80 -4.56 0.79 0.0777
H -5.00 -3.09 1.86 0.0469
H -1.75 4.37 -5.15 0.1020
H -5.73 -2.06 -1.32 0.0999
H -0.79 -0.64 -2.60 0.1077
H -0.05 -0.04 0.07 0.0570
H 0.95 -1.09 -0.69 0.0631
H -4.70 -0.76 2.43 0.0788
H -3.20 -3.32 -2.04 0.0485
H -1.03 -1.43 3.29 0.0767
H 5.41 5.91 -2.13 0.1105
H -6.12 -3.42 0.60 0.0790
H -4.80 -4.07 -1.71 0.0984
H 5.56 -4.15 1.63 0.0931
H -1.45 0.31 3.50 0.0633
H 1.89 8.21 -2.85 0.0926
H -3.40 -4.64 -0.88 0.0696
H 5.88 -2.19 6.05 0.1099
H -3.86 0.61 0.72 0.0903
H 0.40 -1.57 0.80 0.0537
H -2.85 1.70 -2.03 0.0857
H 0.45 6.38 -2.24 0.1137
H -3.75 -1.97 3.32 0.0708
H 0.14 -3.63 -0.55 0.0431
H -5.35 -0.87 0.07 0.0917
H -3.55 -0.21 3.73 0.0820
H -2.19 0.70 0.34 0.0156
H 7.15 -4.20 5.69 0.1135
H 3.98 4.01 -1.22 0.1164
H 4.38 7.95 -2.79 0.0778

Record 4
94
Properties=species:S:1:pos:R:3:lowdin_charge:R:1 method="wB97M-V/def2-TZVPD" e_above_lowest_kj_mol=3.44 energy_ev=-90702.0292 spin_multiplicity=1 gap_ev=6.44 total_charge=-2
Cs 0.70 -0.68 0.49 0.9467
S 3.10 -3.04 -0.75 0.4945
S 0.10 1.38 -2.82 0.5505
Si -0.10 -2.74 3.81 0.1710
O 0.82 1.96 -1.69 -0.3928
O -3.05 -0.69 3.54 -0.1281
O 4.06 2.43 -0.49 -0.0265
O 3.63 -1.05 1.38 -0.3185
O 0.92 1.14 -3.99 -0.3358
O -0.74 -1.68 2.82 -0.5396
N 0.57 2.96 3.08 0.1113
N 0.79 4.36 -0.18 0.1216
N -1.85 -1.88 -1.01 0.0736
N 2.25 2.49 1.72 0.1165
N 3.84 0.27 -1.15 0.1740
N 0.72 5.75 1.53 0.0952
N 4.31 -2.16 1.49 -0.2350
N 3.69 1.99 -2.70 0.1401
N -0.72 0.18 -2.26 -0.1720
C -1.49 -0.65 -3.04 -0.2616
C -2.87 4.09 -2.67 -0.0382
C 0.93 4.50 1.16 -0.2793
C -0.19 -4.51 3.12 -0.1810
C 4.95 -4.34 0.82 -0.1235
C -2.94 -2.65 -3.03 -0.1698
C -3.50 -3.72 -2.28 -0.0335
C -2.58 -1.44 -5.07 -0.1029
C 1.18 1.80 3.48 -0.1562
C 5.79 -4.45 1.89 -0.1115
C -1.74 -0.53 -4.40 -0.0354
C 5.89 -3.39 2.80 -0.0951
C 1.24 3.35 2.02 -0.2975
C -2.38 -2.88 -0.35 -0.1401
C -3.18 -2.48 -4.42 -0.0794
C 0.50 5.59 -0.70 -0.1162
C -2.11 -1.75 -2.34 -0.1583
C -0.96 -2.81 5.50 -0.1829
C 0.46 6.43 0.37 -0.1873
C 3.85 1.59 -1.38 -0.6648
C 2.22 1.50 2.65 -0.1583
C -4.39 -2.38 2.42 -0.1012
C -3.22 -3.84 -0.95 -0.0552
C -3.83 -0.96 2.40 -0.3525
C -1.05 2.66 -3.28 -0.2685
C 5.13 -2.28 2.56 -0.0502
C -1.80 4.37 -4.79 -0.0518
C -2.02 3.04 -2.37 -0.0441
C -2.77 4.77 -3.88 -0.2853
C 1.73 -2.41 4.16 -0.1662
C 4.17 -3.18 0.57 -0.7288
C -3.67 5.94 -4.18 -0.0630
C -0.94 3.32 -4.50 -0.0577
H -4.97 -2.61 1.52 0.0596
H -4.14 -4.43 -2.79 0.1054
H 2.92 2.56 0.95 0.1051
H -0.52 -3.57 6.16 0.0109
H 5.12 -1.40 3.20 0.1310
H 6.36 -5.36 2.04 0.0914
H 6.52 -3.43 3.67 0.0896
H -2.74 -1.30 -6.13 0.0934
H -3.57 -3.10 2.51 0.0563
H 2.90 0.66 2.61 0.0796
H 0.25 -5.26 3.79 0.0125
H 2.30 -2.37 3.23 0.0013
H 0.33 -4.57 2.16 0.0196
H 1.85 -1.44 4.66 0.0213
H -2.02 -3.02 5.38 0.0146
H -3.24 6.87 -3.79 0.0786
H -1.23 -4.78 2.95 0.0089
H -4.64 5.82 -3.72 0.0719
H -1.71 4.88 -5.74 0.1044
H 3.90 -0.12 -0.21 0.0439
H -4.66 -0.25 2.37 0.0993
H 3.44 2.96 -2.72 0.0910
H -3.24 -0.81 1.48 0.0964
H 2.17 -3.18 4.80 0.0210
H 0.34 5.74 -1.75 0.0983
H -3.82 -3.18 -4.94 0.0943
H 0.86 3.48 -0.70 0.0942
H 0.25 7.49 0.38 0.0769
H -2.13 -2.93 0.71 0.0909
H -2.10 2.51 -1.43 0.1254
H 3.03 1.44 -3.23 0.0528
H -5.04 -2.51 3.30 0.0638
H -1.26 0.26 -4.96 0.0894
H -2.13 -1.03 3.33 0.0032
H 4.83 -5.14 0.10 0.0866
H -3.63 -4.64 -0.35 0.0992
H 0.81 1.23 4.32 0.0934
H -0.17 3.00 -5.19 0.1072
H -3.63 4.39 -1.95 0.1129
H 3.61 -0.39 -1.88 0.0666
H -3.81 6.07 -5.26 0.0688
H -0.88 -1.84 6.00 0.0200